Record 1
{"formula": "H14O7Sr", "method": "ωB97M-V with the def2-TZVPD basis set", "elements": ["Sr", "O", "H", "H", "O", "H", "H", "O", "H", "H", "O", "H", "H", "O", "H", "H", "O", "H", "H", "O", "H", "H"], "coordinates": [[16.96496, 11.51770, -9.94935], [17.20310, 13.44931, -11.42823], [17.90958, 13.32499, -12.06200], [16.95782, 14.37001, -11.51980], [18.27965, 10.23154, -8.28415], [19.13516, 9.80324, -8.25420], [18.04930, 10.37199, -7.36575], [16.28902, 13.18675, -8.06547], [16.10164, 14.12261, -8.13819], [16.88962, 13.11922, -7.32322], [19.40957, 12.28022, -9.77795], [19.73435, 12.91042, -9.13483], [20.19713, 11.85110, -10.11237], [18.28169, 9.85313, -11.74206], [19.23003, 9.79530, -11.62574], [18.15100, 9.78044, -12.68751], [14.96986, 11.25250, -11.49235], [14.31298, 10.58031, -11.31100], [15.18818, 11.13158, -12.41645], [15.34692, 10.40928, -8.13603], [15.16829, 10.30645, -7.20129], [15.06767, 9.58104, -8.52626]], "lowdin_spin": [-0.0097, 0.0532, -0.0011, 0.0003, 0.3413, 0.0003, -0.0002, 0.0291, 0.0004, 0.0001, 0.2767, 0.0000, 0.0007, 0.0297, 0.0000, 0.0003, 0.0020, 0.0001, 0.0000, 0.2741, 0.0017, 0.0010], "e_homo_ev": [-23.25, -23.19], "spin_multiplicity": 2, "s_squared": 0.76, "max_force_ev_per_a": 1.58, "total_charge": 3}


Record 2
{"formula": "H15NO6", "method": "ωB97M-V with the def2-TZVPD basis set", "elements": ["N", "H", "H", "H", "H", "H", "O", "H", "H", "O", "H", "H", "O", "H", "H", "O", "H", "H", "O", "H", "H", "O"], "coordinates": [[0.49036, -0.21473, -3.28074], [0.44263, -1.09310, -2.68890], [-0.28819, 0.35251, -2.86838], [0.07659, -0.70168, -4.09916], [3.70744, 2.53434, 1.48783], [2.81689, 2.47208, 2.70947], [2.81394, 2.73562, 1.79936], [-1.79811, 0.51821, -0.93984], [-2.83074, -0.51541, -1.43942], [-2.01784, -0.12665, -1.59191], [-1.10672, -3.35218, -0.91574], [-1.13519, -1.99204, -1.81294], [-0.61719, -2.53170, -1.20050], [1.88308, -0.10652, 3.65531], [2.91741, -1.23245, 3.84805], [2.83985, -0.30977, 3.61821], [-2.62576, -0.27388, 2.17545], [-1.97185, -1.41183, 1.30007], [-2.72277, -1.01226, 1.66612], [-0.64890, 2.64820, -0.89829], [0.28042, 1.84414, -0.00350], [-0.50537, 1.76907, -0.52053]], "lowdin_charge": [-0.0158, -0.0018, -0.0096, 0.0100, 0.0455, 0.0085, -0.0537, -0.0087, 0.0121, -0.0390, 0.0669, -0.0069, -0.0970, 0.0473, 0.0260, -0.0650, -0.0142, 0.0025, 0.0101, 0.0717, 0.0375, -0.0263], "e_homo_ev": -9.68, "de_lowest_kcal_mol": 42.1, "max_force_ev_per_a": 4.36, "smiles": "N.O.O.O.O.O.O", "total_charge": 0}


Record 3
{"formula": "H16Li3O24S4", "method": "ωB97M-V with the def2-TZVPD basis set", "elements": ["Li", "Li", "Li", "S", "O", "O", "O", "O", "S", "O", "O", "O", "O", "S", "O", "O", "O", "O", "S", "O", "O", "O", "O", "O", "H", "H", "O", "H", "H", "O", "H", "H", "O", "H", "H", "O", "H", "H", "O", "H", "H", "O", "H", "H", "O", "H", "H"], "coordinates": [[1.29183, -1.49664, 1.87330], [3.02776, 0.69552, 1.02537], [-0.38203, 1.04780, 1.85395], [0.17722, 3.48751, 3.18765], [-1.18976, 3.20138, 2.67201], [1.01159, 2.25087, 3.02818], [0.77550, 4.65488, 2.45524], [0.11052, 3.82522, 4.65005], [4.05267, -1.57829, 0.04510], [2.96809, -1.42382, 1.08006], [5.15409, -2.35633, 0.68777], [3.56789, -2.24188, -1.15835], [4.55183, -0.17932, -0.16818], [0.16277, -0.26835, -0.24351], [1.07055, 0.54894, 0.59660], [-1.15676, 0.34632, -0.01209], [0.50657, -0.19274, -1.70317], [0.26206, -1.64457, 0.28938], [-1.05726, -0.46701, 3.87326], [-1.87355, 0.48030, 3.07938], [-0.88832, 0.02655, 5.25989], [-1.61320, -1.84840, 3.92158], [0.28247, -0.52127, 3.17305], [0.49512, -3.89606, -1.36255], [0.41689, -3.13435, -0.74302], [0.03854, -3.58401, -2.14710], [-1.42637, 0.35150, -3.45071], [-0.75500, 0.08865, -2.75418], [-1.07377, -0.06267, -4.24311], [-0.87638, 2.85498, -1.16867], [-1.01000, 1.91653, -0.96321], [-0.58309, 2.87501, -2.08243], [-3.72179, -0.40366, -2.00421], [-3.89728, -1.18412, -1.47228], [-2.77343, -0.45025, -2.21052], [-3.36955, 1.87611, 0.66779], [-2.73637, 1.27524, 0.25345], [-4.11908, 1.89401, 0.06630], [1.89535, -1.09050, -3.84858], [1.54812, -0.83386, -2.95790], [1.10479, -1.35730, -4.32449], [-1.97833, -3.48781, 1.14598], [-1.18800, -2.95185, 0.95588], [-2.52306, -3.35000, 0.36734], [2.18709, 2.26100, -2.16504], [1.78065, 2.65080, -2.94208], [1.75241, 1.39595, -2.08319]], "lowdin_charge": [0.6616, 0.7369, 0.6141, 0.1933, -0.4543, -0.4855, -0.5245, -0.5121, 0.2216, -0.5502, -0.4789, -0.3853, -0.4994, 0.3712, -0.4540, -0.3634, -0.3855, -0.4120, 0.2233, -0.4427, -0.4404, -0.4729, -0.5459, -0.0903, -0.0041, 0.0024, -0.0946, -0.0002, 0.0132, -0.0516, -0.0228, -0.0034, -0.0807, 0.0205, -0.0054, -0.0597, -0.0207, -0.0035, -0.0929, 0.0016, -0.0110, -0.0722, 0.0049, 0.0027, -0.0556, 0.0064, 0.0023], "e_homo_ev": 6.63, "max_force_ev_per_a": 2.46, "total_charge": -5}


Record 4
{"formula": "H16NO11", "method": "ωB97M-V with the def2-TZVPD basis set", "elements": ["N", "O", "O", "O", "O", "H", "H", "O", "H", "H", "O", "H", "H", "O", "H", "H", "O", "H", "H", "O", "H", "H", "O", "H", "H", "O", "H", "H"], "coordinates": [[-21.53213, -14.24380, 45.56148], [-20.67740, -15.12028, 45.68591], [-21.99872, -13.95535, 46.64240], [-21.38305, -13.24514, 44.78407], [-23.29960, -13.59015, 42.49228], [-22.51582, -13.69958, 43.04888], [-23.91784, -13.36690, 43.13791], [-20.26024, -14.70159, 42.70227], [-20.16585, -14.49907, 43.62426], [-20.60850, -15.59965, 42.69682], [-20.42094, -16.30566, 48.26467], [-21.22655, -16.66614, 48.58638], [-20.64070, -15.97071, 47.41025], [-21.39325, -12.70161, 49.30335], [-20.52276, -12.89131, 49.15458], [-21.68074, -12.70173, 48.44461], [-21.35984, -17.88977, 45.43726], [-22.17946, -17.69383, 46.09731], [-20.90630, -17.02353, 45.55969], [-18.42120, -13.41845, 44.88077], [-19.12207, -14.11047, 45.26548], [-18.89690, -12.86110, 44.40247], [-23.65340, -11.74461, 45.28378], [-23.83980, -11.10265, 46.04915], [-22.98549, -12.39812, 45.46591], [-20.22276, -10.76725, 44.09882], [-21.15362, -10.23781, 44.26915], [-20.69602, -11.45101, 43.80617]], "lowdin_charge": [-0.4743, -0.0728, 0.0223, -0.0687, -0.0445, -0.0111, -0.0232, -0.0470, -0.0436, 0.0448, -0.0350, 0.0144, -0.0437, 0.0150, -0.0105, -0.0425, -0.1421, 0.1070, -0.0158, -0.0425, 0.0806, -0.0924, -0.0972, 0.0799, -0.0436, -0.0589, 0.1384, -0.0931], "e_homo_ev": -7.27, "de_lowest_kcal_mol": 80.6, "max_force_ev_per_a": 7.86, "total_charge": -1}


Record 5
{"formula": "H16NO11", "method": "ωB97M-V with the def2-TZVPD basis set", "elements": ["N", "O", "O", "O", "O", "H", "H", "O", "H", "H", "O", "H", "H", "O", "H", "H", "O", "H", "H", "O", "H", "H", "O", "H", "H", "O", "H", "H"], "coordinates": [[17.87269, 16.59656, -9.24830], [17.40197, 17.75788, -9.21567], [18.92367, 16.35782, -8.63080], [17.00335, 15.65179, -9.14930], [14.90526, 18.17081, -9.78513], [14.57218, 17.27817, -9.63721], [15.79127, 18.13416, -9.43684], [16.33789, 15.51815, -11.96932], [16.69327, 15.66083, -11.10194], [15.87275, 16.30516, -12.17537], [19.01509, 13.39604, -9.46993], [19.50234, 12.96595, -8.73667], [19.00104, 14.32219, -9.29934], [15.39663, 15.91076, -6.73183], [15.94154, 15.82675, -7.51554], [14.62994, 16.34749, -7.03318], [16.40530, 19.13991, -6.73064], [16.60645, 18.63333, -7.47289], [16.36465, 18.55881, -5.96907], [18.22485, 15.53685, -6.01830], [18.67910, 16.10003, -6.66904], [17.65593, 15.10253, -6.66777], [13.84400, 15.73691, -9.91017], [14.33283, 14.88783, -9.92287], [13.45351, 15.76870, -10.77377], [17.00680, 13.52541, -7.31821], [17.05868, 12.59943, -7.35930], [17.11988, 13.72629, -8.19580]], "lowdin_charge": [-0.4515, -0.0248, -0.0145, -0.1012, -0.0865, -0.0417, -0.0534, -0.0407, -0.0288, 0.0098, -0.0596, 0.0584, -0.0289, -0.0317, -0.0211, 0.0118, -0.0325, -0.0505, 0.0323, -0.0795, 0.0100, -0.0399, -0.0476, 0.0747, 0.0442, -0.0022, 0.0338, -0.0384], "e_homo_ev": -6.81, "de_lowest_kcal_mol": 45.3, "max_force_ev_per_a": 7.75, "total_charge": -1}


Record 6
{"formula": "H16NO6", "method": "ωB97M-V with the def2-TZVPD basis set", "elements": ["N", "H", "H", "H", "H", "O", "H", "H", "O", "H", "H", "O", "H", "H", "O", "H", "H", "O", "H", "H", "O", "H", "H"], "coordinates": [[0.43470, -0.55304, 0.50939], [0.62762, 0.24727, -0.10923], [-0.12393, -1.26754, 0.02377], [-0.20012, -0.24124, 1.26746], [1.29602, -0.88647, 1.01554], [-0.70378, -2.94825, -0.45359], [-1.00627, -2.76111, -1.35242], [-0.88614, -3.88713, -0.32799], [1.23682, 1.79956, -0.90223], [1.83453, 2.36493, -0.39636], [0.62909, 2.41010, -1.33432], [-1.96052, 0.64101, -0.52755], [-2.38866, 1.46894, -0.28104], [-2.67572, -0.00802, -0.53377], [-0.85347, 1.01426, -3.49016], [-0.94411, 0.59931, -2.62426], [-0.83796, 1.95907, -3.30961], [2.80609, -1.18480, 1.62415], [3.45425, -0.48202, 1.48685], [3.33307, -1.98411, 1.75088], [-0.76620, 0.94244, 2.59550], [-0.75359, 1.82763, 2.21249], [-1.55171, 0.92922, 3.15649]], "lowdin_charge": [0.2423, 0.0677, 0.0702, 0.0802, 0.0808, -0.0454, 0.0646, 0.0714, -0.0384, 0.0706, 0.0539, -0.0404, 0.0628, 0.0688, -0.0485, -0.0098, 0.0305, -0.0295, 0.0777, 0.0836, -0.0430, 0.0582, 0.0715], "e_homo_ev": -14.13, "de_lowest_kcal_mol": 29.2, "max_force_ev_per_a": 1.22, "total_charge": 1}